{
  "formula": "C43H120B3F21N10O19S3",
  "method": "ωB97M-V/def2-TZVPD",
  "species": ["C", "C", "C", "O", "C", "N", "H", "H", "H", "H", "H", "H", "H", "H", "H", "H", "H", "H", "C", "C", "C", "O", "C", "N", "H", "H", "H", "H", "H", "H", "H", "H", "H", "H", "H", "H", "C", "C", "C", "O", "C", "N", "H", "H", "H", "H", "H", "H", "H", "H", "H", "H", "H", "H", "C", "C", "C", "O", "C", "N", "H", "H", "H", "H", "H", "H", "H", "H", "H", "H", "H", "H", "C", "C", "C", "O", "C", "N", "H", "H", "H", "H", "H", "H", "H", "H", "H", "H", "H", "H", "C", "C", "C", "O", "C", "N", "H", "H", "H", "H", "H", "H", "H", "H", "H", "H", "H", "H", "C", "C", "C", "O", "C", "N", "H", "H", "H", "H", "H", "H", "H", "H", "H", "H", "H", "H", "C", "C", "C", "O", "C", "N", "H", "H", "H", "H", "H", "H", "H", "H", "H", "H", "H", "H", "C", "C", "C", "O", "C", "N", "H", "H", "H", "H", "H", "H", "H", "H", "H", "H", "H", "H", "C", "C", "C", "O", "C", "N", "H", "H", "H", "H", "H", "H", "H", "H", "H", "H", "H", "H", "B", "F", "F", "F", "F", "B", "F", "F", "F", "F", "B", "F", "F", "F", "F", "C", "F", "F", "F", "S", "O", "O", "O", "C", "F", "F", "F", "S", "O", "O", "O", "C", "F", "F", "F", "S", "O", "O", "O"],
  "positions_angstrom": [[3.524, 1.278, 3.121], [3.564, 0.390, 4.332], [4.528, -0.846, 4.096], [4.453, -1.767, 5.169], [5.721, -2.074, 5.737], [3.848, 1.171, 5.611], [5.127, 2.517, 5.073], [2.963, 1.547, 5.908], [4.208, 0.567, 6.374], [4.374, 1.902, 2.833], [2.640, 1.917, 3.185], [3.367, 0.580, 2.307], [2.554, -0.036, 4.461], [5.565, -0.583, 3.919], [4.154, -1.287, 3.166], [6.392, -2.568, 5.055], [5.515, -2.749, 6.588], [6.147, -1.112, 6.006], [-3.481, -1.713, 1.070], [-3.286, -2.937, 0.267], [-3.359, -4.219, 1.157], [-4.702, -4.200, 1.672], [-4.853, -4.964, 2.885], [-4.424, -3.095, -0.689], [-4.603, -2.238, -1.225], [-4.070, -3.748, -1.366], [-5.316, -3.374, -0.178], [-2.927, -1.793, 1.997], [-4.541, -1.689, 1.376], [-3.166, -0.744, 0.644], [-2.354, -2.911, -0.310], [-2.691, -4.152, 1.988], [-3.202, -5.158, 0.627], [-4.824, -4.335, 3.756], [-4.051, -5.737, 2.916], [-5.807, -5.457, 2.760], [-5.365, 2.391, -1.289], [-4.630, 3.723, -1.560], [-4.707, 4.749, -0.448], [-3.855, 5.832, -0.664], [-3.780, 6.793, 0.394], [-3.165, 3.385, -1.843], [-2.954, 3.016, -2.761], [-2.519, 4.156, -1.660], [-2.861, 2.659, -1.210], [-6.321, 2.632, -0.835], [-4.871, 1.799, -0.554], [-5.626, 1.861, -2.214], [-4.935, 4.192, -2.463], [-4.540, 4.322, 0.576], [-5.786, 4.993, -0.450], [-4.670, 7.431, 0.389], [-2.926, 7.467, 0.242], [-3.704, 6.248, 1.351], [-0.880, -3.799, -2.916], [-0.572, -3.899, -4.401], [-0.503, -5.285, -5.030], [-0.518, -5.100, -6.420], [-0.353, -6.260, -7.213], [-1.672, -3.217, -5.064], [-1.582, -2.219, -4.749], [-1.722, -3.268, -6.106], [-2.590, -3.563, -4.727], [-1.747, -4.415, -2.645], [-0.885, -2.763, -2.623], [-0.041, -4.311, -2.396], [0.348, -3.343, -4.561], [-1.324, -5.969, -4.742], [0.420, -5.809, -4.728], [-0.213, -5.962, -8.248], [-1.222, -6.908, -7.240], [0.502, -6.875, -6.849], [1.928, 2.930, -6.703], [0.583, 2.528, -6.206], [-0.709, 3.103, -6.806], [-1.803, 2.490, -6.234], [-3.001, 2.887, -6.843], [0.546, 1.013, -6.442], [-0.256, 0.527, -5.994], [0.535, 0.766, -7.447], [1.283, 0.470, -5.936], [2.736, 2.389, -6.211], [2.030, 3.979, -6.640], [2.044, 2.648, -7.766], [0.571, 2.690, -5.085], [-0.712, 2.911, -7.911], [-0.743, 4.184, -6.638], [-3.294, 3.908, -6.905], [-3.818, 2.380, -6.309], [-3.049, 2.409, -7.816], [-0.276, -6.255, 5.090], [0.176, -4.799, 5.068], [-0.982, -3.863, 4.765], [-1.724, -3.803, 5.933], [-2.553, -2.664, 6.047], [0.559, -4.415, 6.413], [1.198, -3.592, 6.497], [-0.296, -4.215, 6.969], [1.141, -5.122, 6.856], [-0.609, -6.495, 4.060], [-1.149, -6.483, 5.741], [0.491, -6.960, 5.236], [0.931, -4.553, 4.319], [-1.658, -4.276, 3.991], [-0.594, -2.954, 4.279], [-3.246, -2.967, 6.827], [-3.071, -2.362, 5.154], [-1.859, -1.878, 6.488], [3.887, -6.616, -3.211], [4.157, -5.941, -1.919], [5.397, -5.044, -1.826], [5.315, -4.444, -0.541], [6.332, -3.461, -0.331], [3.021, -5.035, -1.472], [2.619, -4.376, -2.184], [2.180, -5.452, -0.963], [3.477, -4.452, -0.731], [3.070, -7.292, -3.194], [4.643, -7.270, -3.598], [3.661, -5.966, -4.045], [4.184, -6.697, -1.113], [5.356, -4.236, -2.611], [6.422, -5.447, -1.851], [7.345, -3.882, -0.438], [6.212, -3.116, 0.677], [6.199, -2.622, -1.014], [0.929, 0.732, 0.917], [1.242, 1.766, -0.172], [2.757, 1.959, -0.470], [2.866, 2.805, -1.619], [4.215, 2.803, -2.105], [0.580, 1.408, -1.433], [1.083, 0.654, -2.032], [-0.325, 1.009, -1.161], [0.490, 2.225, -2.056], [-0.069, 0.352, 0.816], [0.948, 1.177, 1.886], [1.654, -0.084, 0.944], [0.919, 2.766, 0.032], [3.207, 1.020, -0.753], [3.229, 2.420, 0.407], [4.666, 1.769, -2.042], [4.826, 3.478, -1.514], [4.198, 3.133, -3.165], [2.859, 7.151, -1.694], [2.485, 6.098, -0.703], [3.091, 6.259, 0.718], [2.574, 5.171, 1.415], [3.056, 5.218, 2.738], [0.934, 5.996, -0.506], [0.592, 6.961, -0.436], [0.362, 5.525, -1.244], [0.752, 5.527, 0.405], [3.860, 6.951, -2.095], [2.820, 8.215, -1.407], [2.172, 7.176, -2.572], [2.795, 5.158, -1.168], [2.661, 7.215, 1.128], [4.144, 6.327, 0.543], [2.719, 4.314, 3.177], [2.586, 6.091, 3.203], [4.144, 5.268, 2.739], [-9.381, 1.125, 4.318], [-7.923, 1.127, 4.847], [-6.786, 1.159, 3.785], [-5.596, 1.505, 4.434], [-4.566, 1.881, 3.528], [-7.758, 2.337, 5.746], [-6.815, 2.578, 6.022], [-8.165, 3.135, 5.261], [-8.253, 2.309, 6.672], [-9.465, 0.253, 3.671], [-9.582, 2.005, 3.693], [-10.088, 1.081, 5.130], [-7.793, 0.303, 5.574], [-7.051, 1.979, 3.078], [-6.676, 0.231, 3.252], [-3.764, 2.338, 4.129], [-4.842, 2.579, 2.728], [-4.193, 0.948, 3.051], [-1.774, 3.123, 1.542], [-2.378, 2.142, 0.616], [-1.135, 2.436, 2.567], [-0.880, 3.977, 0.777], [-2.832, 3.896, 2.110], [-0.734, 4.612, -3.602], [0.487, 4.880, -4.172], [-0.969, 5.515, -2.423], [-1.853, 4.686, -4.459], [-0.536, 3.217, -3.095], [-2.667, -0.060, -3.280], [-1.738, -0.452, -4.341], [-3.551, 0.925, -3.702], [-3.297, -1.367, -2.889], [-1.921, 0.360, -2.115], [1.859, -2.967, 1.946], [2.560, -2.088, 1.349], [2.595, -3.963, 2.383], [1.360, -2.419, 3.005], [0.439, -3.624, 1.007], [1.124, -4.206, -0.134], [-0.110, -4.610, 1.939], [-0.300, -2.445, 0.657], [3.962, -1.558, -4.499], [4.790, -1.679, -3.494], [4.169, -0.404, -5.097], [4.174, -2.482, -5.331], [2.211, -1.680, -3.825], [2.206, -3.012, -3.256], [2.240, -0.560, -2.851], [1.311, -1.511, -4.966], [7.464, 3.442, 3.287], [8.629, 3.157, 2.792], [7.335, 4.703, 3.672], [6.525, 3.287, 2.294], [7.092, 2.455, 4.776], [6.893, 1.146, 4.328], [8.045, 2.684, 5.825], [5.832, 3.280, 4.908]],
  "forces_ev_per_a": [[-0.499, 0.085, -0.422], [1.141, -0.744, 1.593], [-0.915, 0.802, 0.288], [-0.641, -0.204, -0.461], [-0.713, 0.192, 0.597], [0.984, -0.661, -1.009], [-0.123, 1.274, 0.337], [-0.089, 0.254, 0.343], [-0.417, 0.367, -0.815], [0.250, -0.246, 0.602], [0.055, 0.102, -0.126], [-0.165, 0.088, -0.526], [0.257, -0.120, -0.230], [0.031, 0.469, 0.034], [0.008, -0.288, 0.104], [0.198, -0.293, -0.490], [0.337, 0.594, -0.293], [0.562, -0.147, 0.581], [-0.588, 1.213, 1.084], [0.777, -1.309, 0.360], [-1.421, 1.015, -0.188], [0.444, -0.028, 0.064], [0.514, -0.875, -1.429], [-0.883, 0.675, 0.079], [0.209, 0.099, 0.069], [-0.651, -0.832, -0.517], [1.429, -0.081, -0.706], [0.262, -0.085, 0.169], [0.299, 0.332, -0.079], [-0.242, -0.574, -0.321], [-0.281, -0.028, 0.080], [0.876, 0.149, 0.225], [0.240, -0.019, -0.262], [0.037, 0.330, 0.387], [-0.601, 0.443, 0.229], [-0.211, -0.168, 0.472], [-0.958, 1.495, -0.634], [1.602, -0.922, 0.093], [-0.947, -0.398, 1.508], [0.401, -0.006, -0.620], [-0.409, -0.313, 0.217], [0.051, 0.010, 0.578], [-0.282, 0.060, -0.667], [-0.216, 0.579, -0.127], [0.167, -0.495, 0.725], [-0.312, 0.197, 0.048], [0.774, -0.624, 0.315], [0.528, -0.020, 0.297], [-0.600, 0.338, -0.763], [0.221, -0.025, -0.779], [0.185, 0.524, -0.001], [-0.058, -0.161, 0.082], [-0.125, -0.582, -0.120], [0.118, 0.401, -0.222], [1.455, -2.021, 0.006], [0.160, -1.254, 0.335], [0.531, -0.987, 0.149], [-0.144, 0.621, -0.217], [0.614, -0.844, 0.043], [-1.541, 2.009, -0.744], [-0.622, -0.298, -0.559], [0.637, -0.161, 0.807], [0.599, 0.252, -0.109], [-0.277, 0.535, -0.031], [-0.347, 0.304, 0.417], [-0.450, 0.617, -0.078], [-0.268, -0.182, -0.512], [-0.085, 0.399, 0.196], [-0.091, 0.268, 0.057], [0.344, 0.250, 0.110], [-0.450, -0.047, 0.438], [-0.366, 0.501, -0.347], [0.062, -0.702, -1.648], [-0.566, -0.932, 1.828], [1.231, 0.322, -1.098], [0.103, -0.101, 0.887], [-1.565, -2.411, -0.103], [-0.553, -1.443, 1.153], [-0.324, 0.818, -0.409], [0.208, 0.233, 0.586], [0.094, 0.631, -0.743], [-0.087, 0.280, 0.426], [0.434, 1.157, 0.222], [-0.134, 0.307, 0.167], [-0.273, -0.483, -1.248], [0.117, 0.257, 0.437], [0.230, -0.005, -0.091], [0.645, 1.215, 0.148], [0.325, 0.182, 0.208], [0.055, 0.342, -0.616], [-1.510, 0.213, -1.461], [-1.235, -0.429, -1.286], [-0.652, -0.765, -1.943], [-0.544, 0.387, -0.022], [1.322, 0.515, 2.350], [2.611, 0.991, 1.969], [-0.808, -0.245, -0.510], [0.186, -0.215, -0.276], [-0.293, -0.511, 0.186], [0.039, 0.275, 0.442], [0.721, 0.467, -0.169], [1.186, -0.716, 0.666], [0.322, -0.551, 0.444], [0.667, -0.171, 0.085], [-0.251, 0.447, 0.977], [-0.383, 0.429, -0.056], [0.010, 0.040, -0.529], [-1.300, -0.209, -0.840], [-0.220, 0.008, -1.361], [0.055, -0.283, 1.158], [0.380, 1.240, -0.085], [0.127, 0.409, 0.162], [-0.016, -0.324, -0.182], [-0.568, -0.076, 0.580], [0.629, -0.441, 0.371], [1.422, 0.295, -0.913], [-0.431, -0.155, -0.539], [-1.156, -0.513, 0.596], [1.096, -0.078, 0.290], [0.069, 0.711, -0.073], [0.317, 0.316, -0.326], [-0.097, -0.654, 0.442], [-0.682, -0.848, -0.614], [-0.335, 0.011, -0.084], [-0.030, 0.172, 0.479], [0.063, 0.032, -0.146], [0.677, 0.394, -0.410], [2.166, -0.064, -0.015], [-1.082, 0.330, -0.156], [0.245, -0.319, 0.257], [-0.055, -0.706, -0.623], [0.402, -1.672, -1.228], [-0.483, 0.948, 1.206], [-0.127, 0.367, -0.764], [-0.428, -0.213, 0.193], [-0.493, -0.357, -0.222], [0.064, 0.527, 0.582], [-0.261, 0.072, -0.399], [-0.729, 0.361, 0.606], [0.287, -0.608, 0.314], [0.102, -0.202, -0.112], [-0.489, 0.980, -0.162], [0.205, 0.154, 0.107], [0.003, -0.182, 0.722], [-0.498, 1.394, -1.529], [-0.630, -0.410, 0.191], [-2.791, 0.811, -2.300], [0.838, -0.172, -0.268], [-0.275, 0.447, 0.005], [0.765, 0.308, 0.458], [-0.154, -0.304, -0.036], [0.465, 0.370, 0.136], [0.092, 0.107, -0.567], [-0.227, 0.067, 0.196], [0.179, -0.459, 0.666], [0.432, -0.575, 0.421], [-0.295, -0.175, 0.571], [0.763, -0.515, -0.050], [0.930, -0.179, 0.633], [-0.187, -0.695, 0.791], [0.386, -0.116, 0.442], [0.066, 0.085, 0.240], [1.515, 0.130, -0.526], [-0.103, -0.830, 0.792], [-0.903, 1.660, 0.593], [-0.373, 0.425, 0.266], [1.131, -0.723, -0.042], [-1.076, 0.869, 0.979], [0.846, -0.223, -0.552], [0.131, 0.356, -0.013], [0.036, -0.500, -1.087], [-0.306, -0.056, 0.119], [0.063, -0.107, 0.177], [-0.284, -0.152, 0.200], [0.085, 0.062, -0.688], [0.084, -0.533, -0.001], [-0.314, -0.582, -0.236], [-0.303, -0.247, -0.369], [-0.383, -0.035, 0.372], [0.066, 0.577, 0.098], [-0.670, 0.270, 0.014], [0.570, 0.745, 0.417], [0.132, 0.194, -0.559], [-0.764, -0.808, 0.578], [0.739, -0.394, -0.682], [-0.268, -0.043, 0.458], [-0.242, 0.588, -0.193], [0.281, -1.518, -1.244], [1.225, -0.176, 1.200], [-0.989, 1.140, -0.030], [0.629, -1.052, 0.485], [-0.612, 0.463, 0.729], [0.588, -0.954, 0.445], [0.148, 1.435, -0.359], [-0.812, -0.236, -1.150], [-1.904, -1.958, -0.058], [1.883, 1.519, -1.861], [1.401, -1.207, -0.064], [-1.280, 1.802, 2.898], [1.482, -1.052, -0.093], [-0.575, -0.356, -0.173], [-0.329, 1.005, -0.596], [-1.146, 0.335, 0.292], [-2.044, 1.302, 1.381], [0.921, 0.004, 1.225], [-0.040, 1.246, -0.292], [0.537, -2.802, -2.365], [1.530, 1.951, 0.537], [-0.415, -0.155, 0.086], [-0.716, -1.219, -0.977], [0.195, 0.318, 0.397], [-0.675, 0.271, -0.289], [0.869, 0.182, -0.416], [0.896, 0.653, -0.298], [0.484, -0.502, 0.615], [3.836, 1.982, 0.264], [-1.011, -2.355, -0.566], [-1.042, 0.147, -0.975], [-3.608, -1.899, 1.644]],
  "gap_ev": 8.8,
  "fmax_ha_per_bohr": 0.0855,
  "total_charge": 4,
  "homo_ev": -15.811
}